Entry 1:
# C38H54N4P2S4Ti

C38H54N4P2S4Ti as an isolated structure (ωB97M-V/def2-TZVPD, the Open Molecules 2025 dataset).

The HOMO energy (alpha / beta) comes out at -0.1 / -0.4 eV. As for the electronic energy: -4824.460737 Ha. The value obtained for the frontier orbital gap (alpha / beta) is 4.39 / 4.73 eV. The spin multiplicity is 3. Its total charge is -2. Its expectation value of S² is 2.02. The calculation puts the energy above the lowest of the compared OMol25 structures with the same formula, charge and spin at 2.4 kcal per mole.

The geometry in XYZ format:
```
103
Properties=species:S:1:pos:R:3:forces:R:3
Ti 0.547 -1.234 1.312 0.55 -2.04 -1.56
C -4.953 -2.041 3.052 -0.04 0.03 0.02
S -3.854 -3.389 2.587 0.08 -0.05 -0.01
C -2.296 -2.551 2.354 -0.07 -0.04 -0.03
S -1.076 -3.496 1.611 -0.10 0.53 0.13
N -2.252 -1.324 2.777 0.43 -0.04 -0.36
N -1.016 -0.713 2.520 -1.18 0.26 0.81
C -0.798 0.366 3.240 0.30 0.12 0.50
C 0.478 0.957 3.174 -0.20 -0.03 0.18
C 0.858 2.100 3.921 -0.45 -0.16 -0.01
C 2.160 2.458 3.973 0.74 0.00 -0.12
C 3.127 1.631 3.311 -0.08 0.58 0.39
C 2.687 0.583 2.573 -0.17 -0.38 -0.27
N 1.384 0.275 2.401 -0.06 1.29 0.82
H -5.886 -2.497 3.393 0.05 0.05 -0.03
H -5.145 -1.395 2.192 0.02 0.00 0.05
H -4.503 -1.451 3.848 -0.05 0.00 0.01
H -1.496 0.674 4.009 -0.17 0.07 -0.14
H 0.096 2.658 4.454 0.00 -0.04 -0.03
H 2.469 3.334 4.532 0.05 -0.02 0.00
H 4.189 1.818 3.398 0.00 0.03 0.03
H 3.380 -0.098 2.100 0.03 -0.01 -0.10
C -2.690 4.040 1.468 0.00 0.03 -0.07
C -3.279 2.686 1.048 0.02 0.14 0.04
C -3.691 1.892 2.288 0.12 0.03 0.04
P -1.977 1.852 0.005 0.15 -0.41 0.03
C -2.201 2.760 -1.635 0.01 0.02 0.07
C -1.560 1.942 -2.754 0.02 -0.01 -0.04
C -3.613 3.168 -2.051 -0.04 -0.05 -0.05
C -2.729 0.205 -0.354 -0.10 0.08 -0.13
C -4.118 0.026 -0.398 0.04 0.06 0.03
C -4.708 -1.208 -0.629 -0.05 0.05 -0.01
C -6.210 -1.366 -0.680 0.07 -0.01 0.05
C -3.864 -2.294 -0.827 0.04 -0.10 -0.03
C -2.490 -2.140 -0.819 -0.07 -0.11 -0.06
C -1.887 -0.901 -0.591 0.38 0.43 -0.03
N -0.467 -0.743 -0.592 0.19 -0.31 -0.82
C 0.146 -0.851 -1.853 -0.41 0.32 0.59
C -0.522 -1.272 -3.029 0.10 0.00 -0.04
C 0.052 -1.200 -4.290 -0.08 -0.03 0.10
C 1.324 -0.683 -4.489 -0.01 0.02 -0.02
C 1.936 -0.533 -5.863 -0.03 -0.02 0.09
C 1.997 -0.281 -3.342 0.11 0.01 0.07
C 1.482 -0.396 -2.054 0.08 0.01 0.02
P 2.384 0.287 -0.609 -0.42 0.14 -0.48
C 2.328 2.099 -1.189 0.17 0.19 0.41
C 1.911 3.000 -0.013 0.10 -0.03 -0.03
C 3.528 2.711 -1.917 -0.01 -0.06 -0.10
C 4.151 -0.324 -0.674 0.14 0.07 0.15
C 5.142 0.682 -0.063 -0.03 -0.02 0.05
C 4.733 -0.965 -1.928 0.05 0.04 -0.07
H -3.412 4.615 2.059 0.01 -0.03 -0.01
H -1.792 3.887 2.073 -0.05 0.00 -0.02
H -2.401 4.649 0.604 -0.03 -0.05 0.05
H -4.170 2.876 0.449 -0.13 -0.01 -0.03
H -2.832 1.665 2.925 -0.16 0.14 -0.18
H -4.406 2.481 2.875 0.01 0.00 0.01
H -4.152 0.938 2.043 0.02 -0.04 -0.03
H -1.601 3.667 -1.502 0.00 0.06 -0.01
H -2.116 1.016 -2.918 0.02 0.03 -0.01
H -1.563 2.511 -3.691 0.01 -0.03 0.05
H -0.531 1.656 -2.532 -0.03 -0.01 0.03
H -4.290 2.308 -2.040 0.05 0.05 0.00
H -4.037 3.952 -1.419 0.01 -0.05 0.05
H -3.591 3.554 -3.077 -0.02 -0.01 0.05
H -4.768 0.882 -0.237 0.02 -0.03 0.04
H -6.709 -0.614 -0.064 0.02 -0.01 -0.01
H -6.591 -1.259 -1.701 0.02 -0.01 0.02
H -6.513 -2.353 -0.318 0.04 0.07 -0.01
H -4.286 -3.286 -0.966 0.04 0.06 -0.01
H -1.848 -2.995 -0.963 0.03 -0.03 -0.04
H -1.532 -1.640 -2.965 -0.13 -0.05 0.06
H -0.527 -1.543 -5.145 0.00 0.00 0.03
H 1.387 -1.126 -6.601 0.02 0.02 0.04
H 1.927 0.507 -6.208 -0.01 -0.03 0.02
H 2.978 -0.868 -5.878 -0.05 0.01 0.01
H 2.977 0.174 -3.466 -0.03 -0.10 0.04
H 1.499 2.082 -1.893 -0.12 -0.03 -0.07
H 2.701 3.048 0.746 -0.05 0.00 -0.07
H 1.709 4.024 -0.360 0.04 -0.08 0.01
H 1.010 2.625 0.478 0.03 -0.02 -0.05
H 4.310 3.006 -1.214 -0.04 -0.03 -0.03
H 3.972 2.035 -2.656 -0.06 0.06 0.08
H 3.211 3.617 -2.448 0.03 -0.02 0.03
H 4.043 -1.146 0.036 -0.02 -0.08 0.07
H 5.592 1.315 -0.828 -0.01 0.01 -0.01
H 4.678 1.334 0.686 0.02 -0.07 -0.07
H 5.955 0.140 0.433 -0.03 0.02 -0.03
H 4.989 -0.225 -2.696 -0.03 -0.04 0.04
H 5.659 -1.488 -1.655 -0.04 0.04 -0.04
H 4.047 -1.697 -2.354 0.03 0.03 0.05
C 3.293 -4.726 3.486 -0.06 0.08 -0.04
C 2.615 -3.753 2.532 -0.04 -0.03 0.14
S 1.633 -2.509 3.290 0.42 -0.11 -0.02
C 2.768 -3.869 1.203 0.01 -0.03 -0.14
C 3.619 -4.944 0.568 0.00 0.04 -0.01
S 1.978 -2.792 0.034 0.14 -0.44 -0.05
H 3.116 -4.413 4.513 0.00 0.01 0.01
H 4.376 -4.776 3.327 -0.03 0.01 0.00
H 2.895 -5.741 3.373 0.00 0.03 0.01
H 3.903 -5.725 1.280 -0.02 0.06 -0.06
H 4.542 -4.523 0.143 -0.06 -0.02 0.01
H 3.080 -5.414 -0.260 0.02 0.02 0.04
```
Positions in Å, forces in eV/Å.


Entry 2:
# C38H55AsN5S2Tl

C38H55AsN5S2Tl as an isolated structure (ωB97M-V/def2-TZVPD, the Open Molecules 2025 dataset).

The HOMO energy comes out at -12.8 eV. As for the electronic energy: -4958.890531 Ha. The value obtained for the frontier orbital gap is 4.56 eV. The spin multiplicity is 1. Its total charge is +2. The calculation puts the energy above the lowest of the compared OMol25 structures with the same formula, charge and spin at 11.5 kcal per mole.

The geometry in XYZ format:
```
102
Properties=species:S:1:pos:R:3:forces:R:3
Tl 0.638 -0.680 0.363 -1.20 -0.09 -0.33
C -2.100 -0.119 4.557 -0.01 0.01 -0.02
C -2.467 1.044 3.626 -0.01 0.02 0.02
C -3.340 2.071 4.353 -0.01 0.01 -0.01
C -3.138 0.512 2.366 0.07 -0.13 0.12
C -4.340 -0.178 2.506 -0.03 0.04 0.01
C -4.940 -0.810 1.431 -0.04 0.06 0.01
C -4.312 -0.810 0.195 -0.03 0.04 -0.06
C -3.109 -0.136 0.002 -0.08 0.09 -0.19
C -2.493 -0.067 -1.385 0.00 -0.01 -0.02
C -3.235 0.962 -2.244 0.00 -0.02 0.04
C -2.450 -1.432 -2.073 -0.05 0.04 0.01
C -2.565 0.567 1.084 0.29 -0.08 -0.02
N -1.367 1.322 0.842 -0.03 -0.02 0.02
C -1.434 2.541 1.169 -0.23 0.44 -0.11
C -0.382 3.574 1.106 -0.13 -0.07 0.24
C -0.681 4.748 1.765 0.07 0.14 0.23
C 0.255 5.773 1.923 -0.06 -0.03 0.00
C 1.539 5.645 1.407 -0.15 -0.05 0.00
C 1.863 4.503 0.715 0.11 -0.53 -0.11
C 0.920 3.443 0.528 -0.02 -0.20 0.13
N 1.119 2.505 -0.409 0.20 0.31 -0.28
C 2.311 2.087 -0.849 -0.19 0.04 0.42
C 2.436 2.110 -2.288 -0.04 -0.17 -0.11
C 3.669 1.810 -2.818 0.16 -0.01 -0.03
C 4.720 1.413 -1.995 -0.05 0.02 -0.10
C 4.563 1.277 -0.617 -0.06 0.04 0.02
C 3.383 1.615 0.008 0.15 0.30 -0.01
C 3.220 1.276 1.486 -0.01 0.01 -0.18
C 3.378 -0.237 1.692 0.45 0.09 0.20
C 4.221 2.018 2.380 0.00 -0.01 -0.09
C 1.314 2.659 -3.135 0.06 -0.04 -0.02
C 1.368 2.196 -4.591 0.00 0.03 0.08
C 1.342 4.196 -3.079 -0.02 0.03 0.06
H -1.590 0.253 5.447 -0.01 0.00 -0.02
H -1.440 -0.830 4.054 -0.01 0.00 0.00
H -2.991 -0.658 4.885 0.02 0.01 0.00
H -1.528 1.532 3.362 -0.03 0.01 -0.05
H -4.224 1.600 4.788 0.01 0.02 -0.03
H -3.689 2.858 3.681 0.03 -0.02 0.02
H -2.783 2.536 5.168 -0.02 -0.03 0.00
H -4.814 -0.219 3.479 0.03 -0.01 -0.02
H -5.890 -1.316 1.558 0.02 0.01 0.00
H -4.779 -1.321 -0.637 0.01 0.01 0.00
H -1.463 0.294 -1.289 0.02 -0.02 0.06
H -4.271 0.653 -2.401 0.02 0.03 -0.01
H -2.757 1.061 -3.220 -0.02 -0.02 0.00
H -3.247 1.945 -1.768 -0.01 -0.03 0.00
H -3.453 -1.820 -2.252 -0.01 0.00 -0.02
H -1.900 -2.164 -1.474 -0.02 0.01 0.01
H -1.948 -1.348 -3.037 0.01 -0.01 0.02
H -2.372 2.925 1.581 0.00 0.11 -0.04
H -1.669 4.866 2.191 0.00 0.02 0.04
H -0.032 6.680 2.440 -0.01 -0.02 -0.01
H 2.253 6.453 1.498 -0.01 -0.04 -0.02
H 2.797 4.448 0.174 0.12 -0.09 -0.03
H 3.827 1.887 -3.885 0.01 -0.02 0.02
H 5.679 1.179 -2.442 -0.02 -0.01 0.01
H 5.386 0.893 -0.027 -0.01 -0.01 -0.04
H 2.210 1.538 1.799 -0.13 0.14 0.05
H 4.357 -0.582 1.358 0.01 0.00 0.00
H 2.617 -0.803 1.152 0.90 -0.08 0.33
H 3.288 -0.475 2.752 -0.08 -0.04 0.00
H 5.248 1.765 2.112 -0.02 -0.01 0.01
H 4.071 1.727 3.419 -0.01 -0.01 -0.01
H 4.119 3.099 2.317 -0.07 0.09 -0.07
H 0.377 2.322 -2.682 -0.02 -0.02 0.03
H 2.169 2.698 -5.138 -0.03 -0.04 0.00
H 0.431 2.451 -5.085 0.02 0.04 0.01
H 1.504 1.121 -4.672 0.03 -0.12 0.00
H 2.281 4.572 -3.490 -0.02 0.00 -0.01
H 1.238 4.580 -2.062 -0.01 -0.02 -0.07
H 0.524 4.603 -3.675 0.02 -0.01 0.01
C 3.014 -5.144 2.401 -0.04 0.00 0.04
C 1.889 -4.945 3.416 0.01 0.04 -0.14
C 0.704 -4.241 2.823 -0.02 -0.04 0.10
N 0.769 -3.265 1.990 -0.03 0.10 -0.14
N -0.465 -2.770 1.617 0.03 -0.01 -0.01
C -1.457 -3.398 2.192 -0.06 0.02 0.04
N -2.750 -3.096 1.991 0.19 -0.14 0.01
S -0.933 -4.664 3.246 0.04 -0.09 0.07
H 3.845 -5.676 2.863 0.00 0.02 -0.01
H 3.380 -4.184 2.037 0.00 -0.01 0.02
H 2.668 -5.728 1.546 0.00 0.00 0.02
H 2.247 -4.352 4.260 -0.01 -0.01 0.04
H 1.569 -5.904 3.824 -0.01 -0.02 0.00
H -2.995 -2.310 1.408 -0.01 0.02 -0.02
H -3.482 -3.591 2.464 -0.01 0.02 0.02
C 1.799 -4.372 -3.984 0.04 -0.04 -0.04
As 1.617 -3.568 -2.259 -0.12 0.01 0.06
C 3.242 -3.865 -1.291 0.07 0.00 0.04
C 0.248 -4.544 -1.337 -0.02 -0.06 0.01
S 1.156 -1.515 -2.413 0.13 0.11 -0.08
H 2.066 -5.422 -3.874 0.00 0.00 -0.01
H 2.570 -3.845 -4.540 0.01 0.01 -0.03
H 0.848 -4.279 -4.501 -0.02 0.00 -0.05
H 3.508 -4.921 -1.305 -0.01 0.01 0.00
H 3.085 -3.534 -0.265 0.01 -0.01 0.03
H 4.028 -3.274 -1.753 0.05 0.00 0.00
H 0.510 -5.600 -1.289 0.01 0.01 -0.01
H -0.682 -4.417 -1.888 -0.04 -0.02 0.01
H 0.142 -4.136 -0.333 -0.01 -0.01 -0.06
```
Positions in Å, forces in eV/Å.


Question: The lowest electronic energy belongs to which entry?
Answer: C38H55AsN5S2Tl


Question: Among the records above, which one has the lowest total charge?
Answer: C38H54N4P2S4Ti


Question: Look up the total charge of the second one.
Answer: +2


Question: Among the records above, which one has the highest spin multiplicity?
Answer: C38H54N4P2S4Ti